a) ORCA calculation (wB97M-V/def2-TZVPD) on an isolated molecule of C5H10N4.

Positions of all 19 atoms, in Å:
C (1.379, -0.659, 0.753)
C (-2.247, 0.210, 0.191)
H (0.812, -0.113, 1.504)
H (0.831, -1.876, -0.913)
H (1.855, -1.356, 1.479)
H (-0.274, -1.918, 0.560)
C (-0.305, 1.701, 0.071)
H (-3.088, -0.082, -0.566)
N (0.974, 1.973, 0.122)
H (3.079, -0.496, -0.777)
H (-1.035, 2.403, 0.433)
H (-0.619, -0.694, -2.021)
N (-1.049, 0.671, -0.550)
H (-2.589, 1.031, 0.894)
H (-2.198, -0.654, 0.925)
C (2.323, 0.129, -0.151)
C (0.373, -1.253, -0.191)
N (1.949, 1.290, -0.633)
N (-0.169, -0.305, -1.132)

The lowest unoccupied orbital energy is 0.028 Eh. As for the total charge: 0. The calculation puts the highest occupied orbital energy at -8.5353 eV. As for the structure (SMILES): CN1/C=N\N=C/CCN1. As for the HOMO-LUMO gap: 9.303 eV.

natural (NBO) atomic charges, in units of e: -0.51 -0.44 0.23 0.20 0.23 0.17 0.23 0.21 -0.33 0.19 0.18 0.38 -0.31 0.22 0.20 0.06 -0.23 -0.21 -0.46

=====

b) ORCA calculation (wB97M-V/def2-TZVPD) on an isolated molecule of C5H10N4.

Positions of all 19 atoms, in Å:
N (-0.813, -1.731, -0.744)
C (0.988, -0.229, -0.582)
H (0.613, 1.283, 0.759)
H (-2.463, 1.884, 0.604)
C (2.316, -0.054, 0.058)
N (-0.926, 1.354, -0.679)
H (-2.966, -0.516, 1.195)
N (0.467, 1.142, -0.311)
C (-2.208, -0.222, 0.400)
H (-0.121, -1.063, 1.231)
H (0.916, -0.243, -1.748)
H (3.171, 0.574, -0.446)
C (-2.001, 1.083, 0.019)
H (0.811, -2.130, 0.439)
N (-1.985, -1.261, -0.613)
H (2.737, -1.101, 0.154)
H (-0.803, 2.166, -1.120)
H (2.066, 0.396, 1.154)
C (0.204, -1.332, 0.228)

The lowest unoccupied orbital energy is 0.033 Eh. As for the total charge: 0. The calculation puts the highest occupied orbital energy at -8.3335 eV. As for the structure (SMILES): C[C@H]1C/N=N\C=C/NN1. As for the HOMO-LUMO gap: 9.218 eV.

natural (NBO) atomic charges, in units of e: -0.10 -0.09 0.32 0.18 -0.61 -0.49 0.22 -0.45 -0.18 0.21 0.25 0.24 -0.04 0.21 -0.12 0.21 0.37 0.19 -0.32

=====

c) ORCA calculation (wB97M-V/def2-TZVPD) on an isolated molecule of C5H10N4.

Positions of all 19 atoms, in Å:
H (-2.185, 1.452, -0.347)
H (1.990, -1.265, 2.196)
N (1.122, -1.638, 1.815)
H (-1.448, 0.983, -1.907)
C (-1.282, 1.495, -0.956)
H (0.566, -2.000, 2.579)
C (0.395, -0.689, 1.056)
H (0.236, -0.834, -2.473)
C (-0.277, 0.506, 1.304)
N (-0.999, 1.244, 2.050)
H (1.299, -1.944, -1.605)
C (0.392, -1.350, -1.526)
N (-0.239, 0.864, -0.201)
C (0.547, -0.399, -0.387)
N (1.155, 0.922, -0.578)
H (-0.443, -2.022, -1.336)
H (1.213, 1.180, -1.567)
H (-1.014, 0.950, 3.019)
H (-1.031, 2.543, -1.136)

The lowest unoccupied orbital energy is 0.026 Eh. As for the total charge: 0. The calculation puts the highest occupied orbital energy at -6.6055 eV. As for the HOMO-LUMO gap: 7.301 eV.

natural (NBO) atomic charges, in units of e: 0.26 0.35 -0.83 0.21 -0.42 0.36 -0.21 0.21 0.41 -0.82 0.25 -0.65 -0.14 0.30 -0.43 0.24 0.34 0.36 0.22

=====

Decreasing stability: a), c), b)